# 1
# C7H10N3O

The ion C7H10N3O with charge +1 in a non-equilibrium geometry (ωB97M-V/def2-TZVPD, the OMol25 dataset).

XYZ file:
```
21
Properties=species:S:1:pos:R:3:forces:R:3
C -2.721 2.632 0.709 2.31 -2.82 0.76
C -2.574 1.688 1.726 -0.79 1.47 -1.68
C -1.110 1.297 0.094 1.76 -0.98 -1.00
C 1.698 -2.125 -1.257 2.90 -0.51 2.32
C 0.828 -0.133 0.049 2.41 -4.18 3.51
C -0.047 0.806 -0.587 -0.80 0.40 -2.30
C 2.070 -1.321 -0.036 -2.00 6.44 -2.91
N -1.816 2.375 -0.292 -2.79 0.16 2.76
N -1.630 0.870 1.275 1.24 -1.51 1.41
N 2.528 -3.173 -1.229 1.77 -2.35 1.37
O 0.982 -1.773 -2.127 -1.60 0.66 -1.63
H -3.457 3.294 0.738 -2.61 3.21 -0.49
H -3.167 1.600 2.621 0.17 -0.24 0.03
H 2.201 -1.723 0.906 -0.38 -1.23 1.84
H 0.443 -0.472 1.036 -0.19 0.73 -0.57
H -0.108 1.068 -1.674 0.91 -0.24 1.03
H 3.028 -0.734 -0.208 -1.03 -0.88 -0.31
H -1.641 2.932 -1.066 0.36 1.10 -1.63
H -1.321 0.003 1.700 -0.09 0.30 0.01
H 3.051 -3.425 -0.310 -1.30 0.65 -2.72
H 2.762 -3.685 -2.069 -0.26 -0.18 0.22
```
Positions in Å, forces in eV/Å.

Kohn-Sham gap (alpha / beta) (eV): 7.774 / 6.548
Maximum force (Eh/bohr): 0.1429
DFT total energy (Eh): -511.8431
Highest occupied orbital energy (alpha / beta) (eV): -10.4 / -13.1
Energy above the lowest of the compared OMol25 structures with the same formula, charge and spin (kcal/mol): 0.00
Net charge: +1
2S+1: 3

=====

# 2
# C7H10N4S

A structure of composition C7H10N4S in a non-equilibrium geometry (ωB97M-V/def2-TZVPD, the OMol25 dataset).

XYZ file:
```
22
Properties=species:S:1:pos:R:3:forces:R:3
C 0.051 4.504 1.613 0.40 -0.09 -0.10
C -1.827 3.317 2.538 -1.04 -1.03 0.18
C -0.435 2.312 0.712 1.16 1.23 0.80
C -0.756 3.370 1.587 -1.33 -1.16 0.05
C 1.977 -0.628 0.947 -0.01 3.39 -2.02
C -1.735 -0.871 -0.936 0.64 2.16 -2.84
C 0.678 -1.120 0.369 -0.39 -1.56 0.36
N 0.809 5.364 1.592 0.50 0.85 -0.05
N -2.714 3.125 3.267 1.07 0.47 -0.75
N 0.626 2.495 -0.128 0.32 -0.48 -0.36
N -0.972 1.116 0.651 -1.51 -1.49 1.08
S -0.320 0.203 -0.489 0.21 -2.03 -0.91
H 0.828 3.431 -0.241 1.31 2.16 -0.34
H 1.730 0.428 1.265 0.66 -1.33 1.31
H 2.512 -1.309 1.575 -0.16 0.01 0.84
H 2.686 -0.334 0.132 -0.37 -0.74 0.20
H -1.412 -1.830 -0.675 -0.47 -1.59 0.51
H -2.467 -0.324 -0.423 -1.45 -0.25 1.37
H -2.061 -0.759 -2.041 1.15 -0.32 1.64
H 0.066 -1.607 1.180 0.21 0.71 -0.86
H 0.940 -1.910 -0.362 -0.69 0.41 -0.07
H 1.402 1.841 -0.092 -0.24 0.68 -0.05
```
Positions in Å, forces in eV/Å.

Kohn-Sham gap (eV): 8.186
Maximum force (Eh/bohr): 0.0768
DFT total energy (Eh): -889.8287
Highest occupied orbital energy (eV): -8.2
Energy above the lowest of the compared OMol25 structures with the same formula, charge and spin (kcal/mol): 34.27
2S+1: 1

=====

# 3
# C7H10N5

The ion C7H10N5 with charge +1 in a non-equilibrium geometry (ωB97M-V/def2-TZVPD, the OMol25 dataset).

XYZ file:
```
22
Properties=species:S:1:pos:R:3:forces:R:3
N -4.630 -1.127 -0.492 0.12 -0.31 0.02
N -4.026 -0.016 -0.248 -0.28 0.60 -0.04
C -2.775 0.000 0.099 0.30 -1.19 0.13
C -2.136 1.227 0.330 0.57 0.30 -0.12
N -0.842 1.308 0.553 -0.39 1.21 -0.46
N -0.094 0.214 0.734 -0.39 -1.37 0.89
C 1.164 0.113 0.407 -0.06 0.34 -0.49
C 1.845 -1.088 0.761 0.43 -0.09 -0.12
C 3.110 -1.321 0.324 -0.46 0.12 0.13
C 3.772 -0.368 -0.483 -0.10 0.49 -0.22
C 3.135 0.795 -0.776 0.80 -0.51 -0.05
N 1.874 1.028 -0.327 -0.41 0.23 0.23
H -4.176 -2.038 -0.421 -0.05 0.30 -0.01
H -5.591 -1.075 -0.796 0.13 0.06 0.09
H -2.187 -0.913 0.210 -0.10 0.09 -0.07
H -2.699 2.148 0.298 0.05 0.14 0.00
H -0.439 2.236 0.710 -0.25 -0.20 0.04
H 1.301 -1.793 1.363 -0.09 -0.09 0.10
H 3.615 -2.238 0.583 0.02 -0.12 0.05
H 4.756 -0.565 -0.867 0.17 0.10 -0.05
H 3.585 1.571 -1.374 -0.04 0.09 -0.02
H 1.438 1.903 -0.587 0.03 -0.19 -0.05
```
Positions in Å, forces in eV/Å.

Kohn-Sham gap (alpha / beta) (eV): 7.254 / 7.255
Maximum force (Eh/bohr): 0.0326
DFT total energy (Eh): -546.2168
Highest occupied orbital energy (alpha / beta) (eV): -11.4 / -11.4
Energy above the lowest of the compared OMol25 structures with the same formula, charge and spin (kcal/mol): 40.92
Structure (SMILES): N/N=C/C=[NH+]\N=c1\cccc[nH]1
Net charge: +1
2S+1: 1

=====

# 4
# C7H10NO

The ion C7H10NO with charge -1 in a non-equilibrium geometry (ωB97M-V/def2-TZVPD, the OMol25 dataset).

XYZ file:
```
19
Properties=species:S:1:pos:R:3:forces:R:3
C -0.257 -2.410 0.566 -0.35 -0.57 2.06
C -0.152 -0.948 0.629 1.82 0.59 -2.34
C 0.439 -0.362 -0.438 0.60 0.63 1.12
C 1.050 -1.158 -1.590 -1.87 -2.00 3.35
C 0.813 1.061 -0.437 -0.75 0.55 0.47
C 0.329 2.183 0.160 -1.08 1.27 0.26
C -0.933 2.534 0.830 -0.67 1.73 0.80
N -1.856 1.653 1.175 -1.23 0.56 0.24
O -3.064 2.003 1.619 2.58 -0.02 -0.75
H -1.281 -2.557 0.302 -0.85 -1.05 -0.32
H -0.071 -2.904 1.545 -0.25 0.27 -0.40
H 0.426 -2.852 -0.131 0.07 -0.25 -0.30
H -0.482 -0.320 1.417 -0.54 0.15 0.67
H 1.122 -0.591 -2.387 0.15 3.05 -4.12
H 0.437 -2.016 -1.855 -0.05 -0.01 -0.12
H 2.031 -1.514 -1.433 1.30 -0.52 0.74
H 1.657 1.294 -1.022 1.23 -0.04 -0.75
H 0.873 3.173 0.029 -0.16 -1.56 -0.19
H -1.080 3.732 1.020 0.05 -2.76 -0.42
```
Positions in Å, forces in eV/Å.

Kohn-Sham gap (eV): 6.224
Maximum force (Eh/bohr): 0.0998
DFT total energy (Eh): -402.6037
Highest occupied orbital energy (eV): -2.6
Energy above the lowest of the compared OMol25 structures with the same formula, charge and spin (kcal/mol): 23.77
Structure (SMILES): C/C=C(C)/C=C\C=N\[O-]
Net charge: -1
2S+1: 1

=====

# 5
# C7H10NO

The ion C7H10NO with charge +1 in a non-equilibrium geometry (ωB97M-V/def2-TZVPD, the OMol25 dataset).

XYZ file:
```
19
Properties=species:S:1:pos:R:3:forces:R:3
C -1.916 -1.429 1.765 -1.25 -2.06 2.40
C -1.067 -0.394 1.683 -0.19 -1.98 -1.74
C -2.243 -2.082 0.549 -0.64 -0.42 3.30
C -0.639 0.102 0.556 -0.40 0.15 -4.77
C 0.525 1.897 -0.549 1.05 0.09 0.12
C -0.090 1.085 -1.623 -1.16 1.68 -0.70
C 1.630 -0.444 -0.382 -0.45 0.44 -0.37
N 0.349 0.420 -0.376 0.99 -2.35 1.13
O -1.760 -1.633 -0.453 1.75 1.70 -2.90
H -2.236 -1.787 2.753 -0.15 0.32 -0.68
H -0.856 0.256 2.404 0.96 2.31 3.91
H -2.924 -2.954 0.629 0.25 0.32 -0.63
H 1.613 2.156 -0.498 -1.35 0.13 -0.05
H -0.260 2.287 0.107 0.91 1.02 -0.38
H -1.153 1.376 -1.600 0.37 -1.14 -0.29
H 0.284 0.797 -2.628 0.31 0.02 1.25
H 2.131 -0.365 0.550 0.45 0.93 0.87
H 1.276 -1.421 -0.330 -0.81 -1.79 -0.47
H 2.335 -0.364 -1.217 -0.64 0.65 0.00
```
Positions in Å, forces in eV/Å.

Kohn-Sham gap (alpha / beta) (eV): 7.561 / 7.562
Maximum force (Eh/bohr): 0.0932
DFT total energy (Eh): -402.2380
Highest occupied orbital energy (alpha / beta) (eV): -12.2 / -12.2
Energy above the lowest of the compared OMol25 structures with the same formula, charge and spin (kcal/mol): 138.89
Net charge: +1
2S+1: 1

=====

# 6
# C7H10NO

The ion C7H10NO with charge +1 in a non-equilibrium geometry (ωB97M-V/def2-TZVPD, the OMol25 dataset).

XYZ file:
```
19
Properties=species:S:1:pos:R:3:forces:R:3
C -0.069 -0.465 0.105 -0.23 1.35 -0.75
C -0.620 0.488 -0.863 1.50 -0.06 4.07
C 0.741 -0.007 1.060 -2.29 2.40 -1.06
C -0.546 1.960 -0.443 0.23 -1.47 -2.09
C -0.235 -1.938 0.005 -2.29 -0.69 -0.63
C -1.018 -0.010 -2.184 -2.39 2.18 2.10
C 1.611 -0.029 2.134 0.94 -2.93 4.39
N 0.104 2.449 0.719 2.45 -2.59 -0.26
O -1.193 2.387 0.763 -2.26 -0.25 -0.57
H -0.544 2.473 -1.404 -0.40 1.34 0.71
H 0.514 -2.301 -0.637 1.51 -0.71 -0.42
H -1.167 -2.327 -0.591 1.20 0.94 1.86
H -0.128 -2.279 1.039 -0.32 -0.83 -0.57
H -1.653 -0.890 -1.975 0.11 0.52 -0.81
H -0.129 -0.244 -2.624 2.41 -1.18 -1.80
H -1.440 0.873 -2.688 -0.44 -0.92 -0.40
H 1.138 0.278 3.182 0.56 -0.39 -2.34
H 2.411 0.629 2.001 1.33 1.50 -0.40
H 2.223 -1.045 2.401 -1.63 1.78 -1.04
```
Positions in Å, forces in eV/Å.

Kohn-Sham gap (alpha / beta) (eV): 6.410 / 6.082
Maximum force (Eh/bohr): 0.1043
DFT total energy (Eh): -402.1468
Highest occupied orbital energy (alpha / beta) (eV): -12.6 / -12.5
Energy above the lowest of the compared OMol25 structures with the same formula, charge and spin (kcal/mol): 196.10
Net charge: +1
2S+1: 1

=====

# 7
# C7H10NO2

A cluster of 2 separate species, C7H10NO2 in total in a non-equilibrium geometry (ωB97M-V/def2-TZVPD, the OMol25 dataset).

XYZ file:
```
20
Properties=species:S:1:pos:R:3:forces:R:3
C 2.778 0.051 -0.160 -1.57 0.06 0.28
C 2.187 -1.028 -0.812 -1.72 0.29 -0.10
C 2.059 1.109 0.417 -0.82 -1.39 -0.43
C 0.750 -1.059 -0.778 0.43 0.53 -0.08
C 0.681 1.183 0.341 -0.48 -1.23 -1.63
C 0.022 0.086 -0.254 1.21 -1.64 -1.16
C -1.426 0.193 -0.556 2.11 1.98 2.12
N -2.085 -0.318 1.400 1.40 1.41 1.01
O -1.845 1.435 -0.508 -0.36 -0.46 -0.96
O -2.062 -0.708 -1.163 -2.94 1.80 -1.56
H 3.809 0.102 -0.029 1.71 -0.05 -0.14
H 2.798 -1.753 -1.400 -0.76 0.45 0.89
H 2.590 1.823 0.950 0.92 1.43 0.63
H 0.232 -1.961 -1.224 0.60 1.23 0.43
H 0.046 2.050 0.453 0.52 0.26 0.82
H -2.449 0.382 2.057 -0.48 -0.37 -0.47
H -1.138 -0.436 1.757 -0.15 -0.40 0.01
H -2.554 -1.183 1.481 -0.85 -1.03 0.38
H -2.739 1.560 -0.857 -0.21 -0.14 -0.02
H -1.655 -1.528 -1.115 1.43 -2.73 -0.04
```
Positions in Å, forces in eV/Å.

Kohn-Sham gap (eV): 9.486
Maximum force (Eh/bohr): 0.0735
DFT total energy (Eh): -477.6974
Highest occupied orbital energy (eV): -13.5
Energy above the lowest of the compared OMol25 structures with the same formula, charge and spin (kcal/mol): 0.00
Net charge: +1
2S+1: 1

=====

# 8
# C7H10NO2PS

An isolated molecule of C7H10NO2PS in a non-equilibrium geometry (ωB97M-V/def2-TZVPD, the OMol25 dataset).

XYZ file:
```
22
Properties=species:S:1:pos:R:3:forces:R:3
C -1.278 -2.377 0.977 -0.98 -1.39 0.74
P -0.611 -1.531 -0.460 -0.05 -1.01 1.18
C 0.837 -2.461 -1.022 -1.12 -1.80 -0.53
O -1.601 -1.150 -1.477 -0.16 0.39 -0.52
C 0.196 -0.123 0.486 0.49 0.77 0.04
O 1.236 -0.259 1.056 0.47 -0.55 0.56
C -0.465 1.238 0.301 0.16 1.82 0.37
C 0.176 1.616 -0.983 -0.24 -0.04 -1.33
C 1.025 2.621 -0.824 -0.01 0.86 -1.30
C 0.886 3.154 0.437 0.04 -1.39 1.07
N 0.001 2.473 1.118 -0.09 -0.84 -0.17
S -0.792 3.045 2.427 -0.66 -0.14 1.53
H -1.986 -3.214 0.727 1.26 0.16 -0.47
H -0.407 -2.771 1.600 -1.46 0.72 -0.40
H -2.089 -1.804 1.488 1.35 0.40 0.18
H 0.550 -3.538 -1.413 0.46 2.07 1.18
H 1.039 -1.921 -1.929 0.84 0.29 -0.43
H 1.646 -2.456 -0.276 -0.27 -0.04 -0.51
H -1.546 1.116 0.447 0.23 0.43 -0.55
H 0.110 1.167 -1.923 -0.63 -1.20 -1.02
H 1.537 3.264 -1.516 0.42 -0.76 -0.78
H 1.536 3.910 0.758 -0.06 1.24 1.17
```
Positions in Å, forces in eV/Å.

Kohn-Sham gap (alpha / beta) (eV): 6.681 / 6.499
Maximum force (Eh/bohr): 0.0472
DFT total energy (Eh): -1217.4261
Highest occupied orbital energy (alpha / beta) (eV): -7.6 / -7.4
Energy above the lowest of the compared OMol25 structures with the same formula, charge and spin (kcal/mol): 99.00
Structure (SMILES): CP(C)(=O)C(=O)[C@@H]1C=CC=[N+]1[S-]
2S+1: 1

=====

# 9
# C7H10NOP

An isolated molecule of C7H10NOP in a non-equilibrium geometry (ωB97M-V/def2-TZVPD, the OMol25 dataset).

XYZ file:
```
20
Properties=species:S:1:pos:R:3:forces:R:3
C 0.494 -2.893 -0.156 -0.15 0.45 -0.04
C 0.415 -1.698 -0.062 0.15 0.29 0.16
P 0.465 0.081 0.146 0.90 0.49 -1.30
O 0.234 0.525 1.520 -0.12 -0.10 0.55
C -0.632 0.776 -1.112 0.22 -0.38 0.29
C -1.942 0.631 -0.930 0.16 0.18 -0.23
C -2.415 -0.185 0.168 -0.44 -0.23 0.37
C -3.513 0.068 0.862 -0.25 -0.10 -0.04
N 1.968 0.556 -0.431 -0.56 -0.28 -0.11
C 3.082 0.635 0.493 0.22 0.05 0.25
H 0.514 -3.940 -0.252 0.06 -0.52 -0.03
H -0.200 1.400 -1.880 0.03 0.05 -0.06
H -2.672 1.140 -1.550 0.01 0.06 -0.05
H -1.769 -1.004 0.461 -0.22 -0.05 0.14
H -3.795 -0.528 1.713 0.01 -0.13 0.14
H -4.167 0.888 0.615 -0.09 0.17 -0.11
H 2.214 0.178 -1.336 -0.05 0.06 -0.05
H 3.774 1.413 0.165 -0.02 -0.04 0.06
H 2.679 0.908 1.466 0.13 0.03 0.03
H 3.629 -0.306 0.591 0.00 -0.02 0.02
```
Positions in Å, forces in eV/Å.

Kohn-Sham gap (eV): 9.773
Maximum force (Eh/bohr): 0.0322
DFT total energy (Eh): -744.0063
Highest occupied orbital energy (eV): -9.3
Energy above the lowest of the compared OMol25 structures with the same formula, charge and spin (kcal/mol): 84.82
Structure (SMILES): C#C[P@](=O)(/C=C\C=C)NC
2S+1: 1

=====

# 10
# C7H10O

An isolated molecule of C7H10O in a non-equilibrium geometry (ωB97M-V/def2-TZVPD, the OMol25 dataset).

XYZ file:
```
18
Properties=species:S:1:pos:R:3:forces:R:3
C 1.077 0.867 0.918 -0.68 -1.94 0.37
C 0.320 -0.211 0.065 0.61 1.88 -4.51
C 0.646 0.092 -1.672 -0.16 -1.19 1.25
C 0.704 -1.666 0.325 -4.95 2.03 3.36
C -1.127 0.164 0.039 -0.37 -1.00 1.14
C -1.826 1.140 0.628 -0.50 -0.19 -1.23
C -2.611 0.115 0.002 2.72 1.78 1.57
O -3.687 -0.340 -0.123 -1.60 -1.29 -0.94
H 1.021 1.817 0.383 0.23 0.00 0.52
H 0.631 0.874 1.959 0.26 0.40 -1.18
H 2.091 0.482 1.078 0.05 0.55 -0.33
H 1.715 0.090 -1.895 0.22 0.10 0.56
H 0.257 1.053 -2.075 -0.14 -0.80 0.53
H 0.289 -0.815 -2.253 -0.15 1.24 0.74
H 1.672 -1.801 0.080 3.01 -1.03 -1.15
H -0.119 -2.317 -0.061 1.28 0.15 0.15
H 0.623 -1.612 1.474 0.25 -1.08 -1.37
H -1.676 2.069 1.128 -0.09 0.39 0.51
```
Positions in Å, forces in eV/Å.

Kohn-Sham gap (eV): 9.697
Maximum force (Eh/bohr): 0.1228
DFT total energy (Eh): -347.8298
Highest occupied orbital energy (eV): -9.0
Energy above the lowest of the compared OMol25 structures with the same formula, charge and spin (kcal/mol): 83.68
Structure (SMILES): CC(C)(C)c1cc1=O
2S+1: 1

=====

# 11
# C7H10O

An isolated molecule of C7H10O in a non-equilibrium geometry (ωB97M-V/def2-TZVPD, the OMol25 dataset).

XYZ file:
```
18
Properties=species:S:1:pos:R:3:forces:R:3
C 1.440 1.683 -0.326 1.45 1.39 1.02
C 0.552 1.179 0.478 -0.39 2.78 0.52
C -0.394 0.213 0.064 0.09 -1.79 0.01
C -1.835 0.298 0.494 1.21 -1.19 -1.20
C -2.840 0.066 -0.325 -1.48 0.70 0.60
O -0.095 -0.368 -1.220 -0.78 -0.59 0.71
C 0.292 -1.136 -0.076 -1.82 0.18 1.34
C 1.779 -1.413 0.049 -0.87 0.63 -2.10
H 2.106 2.487 -0.015 -0.12 -0.25 -0.15
H 1.534 1.234 -1.242 0.49 -0.54 -2.39
H 0.431 1.728 1.379 -0.44 -0.12 1.16
H -2.084 0.285 1.527 0.33 0.34 0.90
H -3.824 0.045 0.154 0.17 -0.09 -0.36
H -2.853 0.064 -1.394 0.51 -0.30 -0.43
H -0.456 -1.882 0.377 1.30 0.34 -1.49
H 2.414 -0.497 -0.213 -0.96 -1.57 0.31
H 1.829 -2.218 -0.736 0.94 0.57 0.84
H 2.004 -1.766 1.026 0.35 -0.50 0.71
```
Positions in Å, forces in eV/Å.

Kohn-Sham gap (eV): 10.072
Maximum force (Eh/bohr): 0.0556
DFT total energy (Eh): -347.8404
Highest occupied orbital energy (eV): -9.0
Energy above the lowest of the compared OMol25 structures with the same formula, charge and spin (kcal/mol): 77.06
Structure (SMILES): C=CC1(C=C)O[C@H]1C
2S+1: 1

=====

# 12
# C7H10O

A cluster of 2 separate species, C7H10O in total in a non-equilibrium geometry (ωB97M-V/def2-TZVPD, the OMol25 dataset).

XYZ file:
```
18
Properties=species:S:1:pos:R:3:forces:R:3
C 0.774 3.428 -0.238 0.34 -3.79 0.04
C 0.929 2.248 -0.402 0.28 0.12 -0.34
C -0.789 -1.244 0.913 2.23 -0.94 0.08
C -0.527 0.027 0.995 0.16 0.61 -0.73
C -2.046 -1.916 1.301 -0.52 -0.84 2.42
C 0.808 0.004 -1.695 -1.13 0.10 2.74
C 1.325 0.948 -0.647 0.83 -0.78 1.10
O 2.525 0.596 -0.018 -0.54 -1.14 -2.16
H 0.556 4.374 -0.336 -0.87 4.49 -0.05
H 0.100 -1.930 0.689 -1.25 0.74 0.00
H -1.207 0.841 1.170 0.00 0.45 0.23
H -1.766 -2.826 1.952 -0.68 1.15 -1.13
H -2.636 -2.214 0.454 -0.20 -0.43 -0.43
H -2.702 -1.272 1.950 0.68 -0.45 -0.68
H 1.234 -0.937 -1.413 0.12 -0.92 -0.09
H 0.859 0.107 -2.735 0.51 0.98 -1.49
H -0.226 -0.055 -1.349 -0.18 -0.38 -0.91
H 2.788 -0.179 -0.591 0.21 1.03 1.37
```
Positions in Å, forces in eV/Å.

Kohn-Sham gap (alpha / beta) (eV): 7.366 / 8.752
Maximum force (Eh/bohr): 0.0890
DFT total energy (Eh): -347.7023
Highest occupied orbital energy (alpha / beta) (eV): -7.2 / -8.4
Energy above the lowest of the compared OMol25 structures with the same formula, charge and spin (kcal/mol): 163.73
2S+1: 1